Here is 12 unconnected molecules or ions with the total composition C168H96O24 at a distorted geometry from the Open Molecules 2025 dataset. Energies are from the ωB97M-V functional and the def2-TZVPD basis.

Structure (XYZ):
```
288
Properties=species:S:1:pos:R:3
C 28.154 23.183 26.201
C 27.640 24.354 25.659
C 28.499 25.383 25.171
C 29.893 25.184 25.306
C 30.381 23.986 25.780
C 29.527 22.961 26.199
C 31.859 23.733 25.827
O 32.359 22.765 26.334
C 32.724 24.804 25.263
C 34.132 24.575 25.336
C 35.008 25.470 24.685
C 34.413 26.581 24.062
C 33.135 26.916 24.169
C 32.269 25.952 24.706
C 30.790 26.200 24.728
O 30.414 27.335 24.470
H 27.509 22.401 26.611
H 26.537 24.361 25.458
H 28.136 26.259 24.645
H 29.862 22.023 26.659
H 34.530 23.616 25.768
H 36.067 25.282 24.542
H 35.108 27.215 23.538
H 32.820 27.891 23.851
C 28.793 30.853 21.788
C 30.162 30.578 21.573
C 30.535 29.906 20.394
C 29.504 29.612 19.491
C 28.164 29.940 19.714
C 27.841 30.577 20.885
C 27.123 29.611 18.694
O 25.904 29.842 18.821
C 27.556 29.018 17.419
C 26.573 28.907 16.399
C 26.917 28.282 15.221
C 28.177 27.771 15.071
C 29.158 27.919 16.071
C 28.805 28.551 17.234
C 29.770 28.597 18.384
O 30.734 27.842 18.479
H 28.530 31.230 22.705
H 30.848 30.682 22.449
H 31.535 29.387 20.355
H 26.810 30.976 20.962
H 25.643 29.398 16.632
H 26.278 28.033 14.380
H 28.531 27.198 14.234
H 30.173 27.526 15.935
C 20.961 31.811 21.807
C 22.178 32.129 21.229
C 23.315 31.427 21.588
C 23.300 30.541 22.650
C 22.047 30.140 23.238
C 20.916 30.780 22.768
C 21.886 28.950 24.183
O 20.756 28.584 24.472
C 23.149 28.345 24.661
C 23.056 27.181 25.487
C 24.159 26.601 26.040
C 25.386 27.150 25.801
C 25.518 28.205 24.900
C 24.381 28.758 24.231
C 24.564 29.882 23.274
O 25.706 30.228 23.044
H 20.025 32.394 21.605
H 22.206 32.901 20.527
H 24.258 31.695 21.104
H 19.987 30.512 23.219
H 22.009 26.882 25.702
H 24.099 25.681 26.608
H 26.362 26.708 26.212
H 26.501 28.650 24.690
C 21.852 18.014 24.410
C 20.698 17.392 24.922
C 20.653 17.175 26.308
C 21.650 17.541 27.136
C 22.836 18.105 26.657
C 22.914 18.328 25.285
C 23.971 18.455 27.535
O 25.070 18.790 27.105
C 23.717 18.336 28.974
C 24.617 18.744 29.923
C 24.457 18.619 31.326
C 23.155 18.297 31.763
C 22.231 17.894 30.791
C 22.490 17.918 29.451
C 21.409 17.288 28.609
O 20.382 16.872 29.047
H 22.008 18.207 23.334
H 19.923 16.952 24.254
H 19.781 16.731 26.642
H 23.810 18.832 24.922
H 25.578 19.024 29.552
H 25.323 18.859 31.996
H 22.890 18.270 32.835
H 21.233 17.568 31.032
C 18.319 25.059 21.659
C 18.712 26.156 22.480
C 18.639 27.446 21.976
C 18.092 27.653 20.746
C 17.712 26.577 19.979
C 17.780 25.269 20.445
C 17.268 26.792 18.588
O 17.109 25.860 17.825
C 17.044 28.157 18.089
C 16.504 28.371 16.849
C 16.207 29.669 16.392
C 16.359 30.724 17.229
C 17.118 30.555 18.396
C 17.444 29.276 18.859
C 18.176 29.032 20.145
O 18.669 29.961 20.761
H 18.529 24.000 21.976
H 19.155 26.013 23.478
H 19.076 28.305 22.444
H 17.427 24.527 19.758
H 16.291 27.556 16.149
H 15.922 29.772 15.374
H 16.057 31.719 16.862
H 17.430 31.428 18.922
C 22.289 14.073 27.364
C 21.405 13.948 26.325
C 21.828 14.136 24.985
C 23.034 14.794 24.742
C 23.963 14.862 25.799
C 23.580 14.507 27.063
C 25.290 15.475 25.601
O 26.228 15.203 26.361
C 25.435 16.256 24.327
C 26.588 17.063 24.162
C 26.760 17.850 23.033
C 25.640 17.984 22.158
C 24.567 17.138 22.223
C 24.424 16.292 23.274
C 23.301 15.337 23.369
O 22.651 15.070 22.390
H 21.957 14.016 28.393
H 20.329 13.717 26.537
H 21.124 13.979 24.217
H 24.391 14.636 27.780
H 27.382 17.062 24.957
H 27.576 18.456 22.890
H 25.810 18.511 21.249
H 23.889 17.023 21.452
C 29.098 23.520 18.361
C 28.711 24.777 18.041
C 27.403 25.178 18.066
C 26.474 24.302 18.553
C 26.818 23.037 18.962
C 28.122 22.613 18.788
C 25.711 22.091 19.402
O 26.037 20.986 19.732
C 24.375 22.665 19.692
C 23.422 21.887 20.283
C 22.173 22.382 20.520
C 21.749 23.653 20.128
C 22.710 24.479 19.582
C 23.971 23.908 19.267
C 25.029 24.694 18.470
O 24.728 25.714 17.888
H 30.153 23.206 18.150
H 29.512 25.454 17.710
H 27.122 26.129 17.718
H 28.308 21.588 19.236
H 23.744 20.889 20.640
H 21.325 21.703 20.756
H 20.762 24.044 20.206
H 22.637 25.533 19.383
C 36.840 25.890 20.218
C 36.985 24.601 20.644
C 35.878 23.893 21.191
C 34.637 24.475 21.321
C 34.487 25.799 20.927
C 35.577 26.441 20.394
C 33.151 26.429 20.935
O 33.001 27.597 20.704
C 32.018 25.503 21.357
C 30.758 26.137 21.457
C 29.675 25.309 21.653
C 29.805 23.954 21.896
C 31.067 23.411 21.991
C 32.223 24.139 21.664
C 33.576 23.596 21.932
O 33.797 22.614 22.581
H 37.587 26.596 19.677
H 37.930 24.028 20.508
H 35.974 22.848 21.450
H 35.364 27.434 20.040
H 30.734 27.177 21.343
H 28.680 25.763 21.561
H 28.920 23.367 21.783
H 31.096 22.307 22.141
C 21.034 30.571 17.637
C 21.910 30.988 16.611
C 22.499 30.019 15.800
C 22.225 28.643 16.023
C 21.363 28.317 17.022
C 20.690 29.263 17.803
C 21.065 26.814 17.206
O 20.231 26.496 18.041
C 21.843 25.786 16.457
C 21.506 24.480 16.624
C 22.144 23.452 15.990
C 23.192 23.794 15.123
C 23.459 25.172 14.879
C 22.713 26.140 15.485
C 23.011 27.587 15.262
O 23.987 27.849 14.634
H 20.652 31.314 18.299
H 22.024 32.046 16.400
H 23.025 30.184 14.898
H 20.036 28.987 18.623
H 20.664 24.200 17.214
H 21.850 22.475 16.279
H 23.821 23.138 14.558
H 24.195 25.429 14.127
C 25.396 21.856 23.762
C 24.126 21.817 24.317
C 23.198 22.876 24.098
C 23.596 23.939 23.293
C 24.916 24.009 22.826
C 25.811 22.975 23.061
C 25.389 25.175 21.938
O 26.521 25.179 21.545
C 24.334 26.188 21.587
C 24.642 27.316 20.774
C 23.743 28.244 20.326
C 22.454 28.061 20.811
C 22.171 27.070 21.740
C 23.079 26.105 22.132
C 22.618 25.029 23.084
O 21.516 24.957 23.584
H 26.009 21.024 23.808
H 23.765 20.958 24.891
H 22.242 22.963 24.531
H 26.810 23.090 22.678
H 25.730 27.440 20.542
H 24.093 29.130 19.738
H 21.632 28.744 20.593
H 21.146 26.978 22.011
C 17.927 22.671 25.174
C 18.984 23.086 24.368
C 19.592 22.251 23.474
C 19.076 20.947 23.361
C 17.869 20.612 24.009
C 17.269 21.433 24.926
C 17.432 19.171 23.953
O 16.724 18.778 24.862
C 18.124 18.189 23.034
C 17.644 16.859 23.046
C 18.381 15.922 22.348
C 19.452 16.296 21.579
C 19.823 17.632 21.473
C 19.205 18.621 22.241
C 19.780 19.936 22.412
O 20.884 20.156 21.900
H 17.563 23.458 25.816
H 19.459 24.058 24.534
H 20.506 22.504 22.982
H 16.433 21.086 25.522
H 16.815 16.568 23.669
H 18.158 14.851 22.305
H 20.075 15.606 21.046
H 20.691 17.910 20.875
C 17.257 25.932 29.597
C 17.719 26.402 28.327
C 18.837 25.943 27.721
C 19.560 24.941 28.383
C 19.158 24.436 29.632
C 17.954 24.920 30.212
C 19.866 23.242 30.219
O 19.415 22.584 31.129
C 21.166 22.810 29.598
C 21.934 21.875 30.266
C 23.157 21.532 29.788
C 23.658 22.066 28.592
C 22.886 23.022 27.929
C 21.696 23.440 28.449
C 20.868 24.491 27.705
O 21.204 24.918 26.596
H 16.440 26.489 30.006
H 17.051 27.037 27.830
H 19.102 26.299 26.726
H 17.646 24.411 31.132
H 21.554 21.565 31.253
H 23.810 20.862 30.426
H 24.618 21.833 28.287
H 23.172 23.430 26.953
```

The structure (SMILES) is O=C1c2ccccc2C(=O)c2ccccc21.O=C1c2ccccc2C(=O)c2ccccc21.O=C1c2ccccc2C(=O)c2ccccc21.O=C1c2ccccc2C(=O)c2ccccc21.O=C1c2ccccc2C(=O)c2ccccc21.O=C1c2ccccc2C(=O)c2ccccc21.O=C1c2ccccc2C(=O)c2ccccc21.O=C1c2ccccc2C(=O)c2ccccc21.O=C1c2ccccc2C(=O)c2ccccc21.O=C1c2ccccc2C(=O)c2ccccc21.O=C1c2ccccc2C(=O)c2ccccc21.O=C1c2ccccc2C(=O)c2ccccc21. The value obtained for the energy relative to the best compared isomer or geometry (same formula, charge and spin) is 27.4 kcal/mol. The multiplicity is 1.

Here is a molecular structure, C16H10CrN3O2S9Sb from the Open Molecules 2025 dataset. Energies are from the ωB97M-V functional and the def2-TZVPD basis.

Structure (XYZ):
```
42
Properties=species:S:1:pos:R:3
Cr -0.894 0.631 -0.749
S -2.994 4.356 0.858
Sb -2.606 3.374 -1.145
S -3.134 1.032 -0.883
S -0.250 2.779 -1.185
S -3.304 4.165 -3.134
O 1.534 -0.413 5.799
N 2.402 -0.532 4.960
O 3.562 -0.787 5.195
C 2.015 -0.270 3.528
C 2.994 -0.437 2.637
C 2.755 -0.234 1.236
C 3.756 -0.334 0.262
C 3.427 -0.074 -1.040
C 2.101 0.248 -1.362
N 1.136 0.293 -0.467
C 1.471 0.086 0.829
C 0.431 0.285 1.801
N -0.761 0.676 1.286
C -1.740 1.000 2.107
C -1.578 0.896 3.497
C -0.404 0.456 4.029
C 0.671 0.141 3.166
H 3.976 -0.726 2.984
H 4.770 -0.589 0.550
H 4.169 -0.104 -1.826
H 1.816 0.484 -2.376
H -2.651 1.359 1.647
H -2.403 1.176 4.136
H -0.290 0.368 5.096
C 0.155 -0.395 -4.144
S -1.252 0.277 -3.220
C -2.177 -1.214 -3.144
C -2.108 -2.040 -2.091
S -1.143 -1.776 -0.667
S -3.065 -3.486 -2.253
C -3.713 -3.196 -3.826
S -4.745 -4.230 -4.592
S -3.203 -1.684 -4.468
H 0.784 0.441 -4.453
H -0.232 -0.892 -5.032
H 0.721 -1.109 -3.547
```

The value obtained for the energy relative to the best compared isomer or geometry (same formula, charge and spin) is 0.0 kcal/mol. The multiplicity is 2. The net charge is -1. Its expectation value of S² is 0.77.

Here is a molecular structure, C16H10N3O2Se3TeY from the Open Molecules 2025 dataset. Energies are from the ωB97M-V functional and the def2-TZVPD basis.

Structure (XYZ):
```
36
Properties=species:S:1:pos:R:3
Y -1.432 -0.426 1.565
O 3.664 -0.058 -3.853
C 3.099 0.949 -3.391
O 3.199 2.160 -3.657
C 2.085 0.639 -2.281
C 1.847 -0.652 -1.859
C 0.929 -0.901 -0.859
N 0.221 0.073 -0.242
C 0.463 1.335 -0.665
C 1.369 1.640 -1.659
C -0.295 2.420 -0.010
C -0.090 3.740 -0.400
C -0.794 4.754 0.207
C -1.692 4.418 1.198
C -1.842 3.090 1.531
N -1.166 2.069 0.955
C 0.687 -2.291 -0.420
C 1.385 -3.335 -1.018
C 1.164 -4.631 -0.613
C 0.241 -4.850 0.388
C -0.412 -3.766 0.932
N -0.218 -2.480 0.558
H 2.418 -1.417 -2.360
H 1.573 2.641 -2.007
H 0.618 3.969 -1.177
H -0.639 5.782 -0.093
H -2.279 5.162 1.718
H -2.544 2.845 2.304
H 2.099 -3.131 -1.797
H 1.704 -5.448 -1.074
H 0.015 -5.840 0.758
H -1.126 -3.957 1.710
Se -2.428 -2.620 2.905
Se -4.026 -2.618 4.588
Te -4.628 -0.181 4.900
Se -3.171 0.918 3.219
```

The multiplicity is 1.

| no. | energy (a.u.) |
| --- | --- |
| 1 | -8265.507503 |
| 2 | -5798.983005 |
| 3 | -8441.232135 |